Formula: C3H6BNO2
Source: the Open Molecules 2025 dataset
Level of theory: wB97M-V/def2-TZVPD

As for the total energy: -348.0352 a.u. As for the LUMO energy: 0.01166 Eh. The calculation puts the energy relative to the best compared isomer or geometry (same formula, charge and spin) at 32.07 kcal per mole. The value obtained for the HOMO energy is -9.4 eV. For the gap between HOMO and LUMO, the calculation gives 0.3563 Eh. The SMILES is CC=C=N.O=BO.

```
13
Properties=species:S:1:pos:R:3:forces:R:3
O -1.250 1.950 -0.512 0.873 0.352 0.110
O -3.603 2.169 -1.323 -1.440 0.148 -0.509
N -0.651 -1.336 1.935 -0.302 0.048 0.396
C -0.020 -1.169 0.910 -0.461 -0.008 0.429
C 2.000 -0.329 -0.268 0.071 -0.093 0.079
C 0.565 -0.763 -0.175 0.413 0.191 -0.812
B -2.488 2.029 -0.911 0.549 -0.159 0.257
H 0.020 -0.837 -1.106 -0.212 -0.119 -0.002
H -0.919 1.211 0.001 0.100 -0.421 0.160
H -0.740 -2.260 2.345 0.200 -0.073 -0.150
H 2.608 -1.128 -0.697 0.070 0.084 0.012
H 2.083 0.543 -0.916 0.050 0.021 0.055
H 2.394 -0.080 0.716 0.090 0.029 -0.026
```
Positions in Å, forces in eV/Å.

natural (NBO) atomic charge list, values in e, 4 entries: -0.920 -0.856 -0.628 0.412



Formula: C7H22F5N3ORhSbTe
Source: the Open Molecules 2025 dataset
Level of theory: wB97M-V/def2-TZVPD

As for the total energy: -1636.9226 a.u. The spin multiplicity is 5. As for the LUMO energy (alpha / beta): -0.25499 / -0.30956 Eh. The calculation puts the energy relative to the best compared isomer or geometry (same formula, charge and spin) at 0.00 kcal per mole. The value obtained for the HOMO energy (alpha / beta) is -15.2 / -16.8 eV. The net charge is +2. For the gap between HOMO and LUMO (alpha / beta), the calculation gives 0.3023 / 0.3087 Eh.

```
41
Properties=species:S:1:pos:R:3:forces:R:3
Te -0.987 1.983 -1.290 -0.219 0.494 1.008
Sb -0.692 1.036 -4.714 0.138 -0.051 -0.191
Rh 0.043 -0.249 0.616 0.401 -0.152 0.024
F -1.711 1.307 0.379 0.076 -0.203 -0.173
F -0.721 3.429 -0.176 -0.038 0.099 -0.174
F -0.448 3.170 -2.638 0.062 -0.644 -0.358
F -2.675 2.496 -1.804 0.031 0.132 0.234
F -1.656 0.276 -1.886 0.100 0.277 -0.437
O 0.616 1.155 -1.086 -0.383 0.026 0.321
N -1.575 -1.691 1.110 0.034 -0.024 -0.077
N 2.136 0.340 1.177 0.057 -0.047 -0.001
N 0.036 -0.232 2.912 -0.134 0.134 -0.034
C -0.181 -1.007 -4.815 -0.045 -0.053 -0.076
C 2.192 0.816 2.579 -0.019 0.019 -0.036
C 1.410 -0.154 3.439 -0.011 -0.018 -0.017
C 0.862 2.137 -5.619 -0.032 0.030 -0.086
C -0.760 -1.377 3.394 0.015 -0.001 -0.016
C -2.573 1.434 -5.581 0.006 -0.007 -0.060
C -1.994 -1.502 2.526 -0.018 0.023 -0.028
H -1.035 -1.263 4.445 -0.013 -0.005 -0.003
H -2.355 -1.478 0.492 -0.006 -0.035 -0.007
H -2.480 1.277 -6.656 -0.009 -0.005 0.001
H 0.929 3.115 -5.150 -0.001 0.006 0.000
H 0.715 -1.160 -4.217 -0.004 -0.008 0.000
H 2.787 -0.430 1.041 0.031 0.025 0.012
H -3.305 0.752 -5.157 -0.005 0.008 0.004
H -2.843 2.466 -5.373 -0.002 -0.001 0.006
H 1.789 1.584 -5.488 0.004 0.015 0.020
H -1.002 -1.610 -4.438 -0.004 0.006 0.006
H -2.582 -0.584 2.572 -0.009 -0.006 -0.001
H -0.456 0.629 3.143 0.013 -0.015 0.072
H 0.633 2.243 -6.679 -0.003 0.001 0.002
H 1.850 -1.152 3.375 -0.003 -0.002 0.009
H 1.732 1.805 2.611 0.017 0.007 0.000
H -0.144 -2.274 3.309 0.003 0.001 0.005
H 1.425 0.146 4.488 0.008 0.014 -0.004
H 0.024 -1.255 -5.857 -0.008 0.000 -0.001
H 3.219 0.915 2.929 -0.003 -0.022 0.017
H -1.336 -2.664 0.936 -0.017 -0.011 0.036
H 2.414 1.072 0.529 -0.025 -0.001 -0.011
H -2.629 -2.322 2.860 0.014 -0.006 0.015
```
Positions in Å, forces in eV/Å.

natural (NBO) atomic charge list, values in e, 4 entries: 3.366 1.523 1.271 -0.648



Formula: C17H25FeN2O2
Source: the Open Molecules 2025 dataset
Level of theory: wB97M-V/def2-TZVPD

As for the total energy: -2185.9694 a.u. The spin multiplicity is 5. As for the LUMO energy (alpha / beta): -0.08421 / -0.25102 Eh. The value obtained for the HOMO energy (alpha / beta) is -9.1 / -10.3 eV. The net charge is +1. For the gap between HOMO and LUMO (alpha / beta), the calculation gives 0.2500 / 0.1285 Eh.

```
47
Properties=species:S:1:pos:R:3:forces:R:3
Fe -0.998 -2.311 -3.210 3.447 -0.051 2.282
O 1.348 -0.900 -4.305 -1.961 -0.476 0.238
O 0.958 -4.199 -1.953 -2.112 1.177 -0.988
N 0.212 0.555 2.914 -1.691 -1.811 3.300
N 1.711 2.236 2.550 2.045 1.957 1.637
C 0.911 1.896 4.871 0.212 -0.226 0.220
C -0.173 1.074 4.246 -0.305 -0.482 -0.194
C -2.215 -3.738 -3.842 -0.748 0.247 -1.262
C 0.082 0.714 -0.655 -1.256 0.052 -0.511
C 0.627 1.343 -1.981 0.426 0.435 0.358
C -0.502 -0.646 2.531 -0.006 -0.438 0.166
C -2.427 -1.453 -4.286 -0.841 -0.524 -0.226
C -1.967 -2.720 -4.833 -1.485 -0.593 -0.891
C 2.680 2.978 1.776 0.625 0.148 -0.097
C 1.443 2.860 3.854 0.175 0.369 0.104
C 0.124 -3.526 -2.407 2.027 -0.555 0.606
C 0.345 -1.355 -3.946 2.217 -0.028 -0.047
C -0.379 -0.670 -1.041 0.088 0.260 1.529
C 1.098 0.649 0.517 1.979 0.954 1.800
C 0.942 1.251 2.025 -1.136 -0.590 -5.715
C -2.813 -3.106 -2.699 -0.435 0.612 -0.170
C -2.938 -1.703 -2.971 -0.870 -0.487 -0.580
H 2.367 3.310 4.235 -0.143 -0.128 -0.354
H 1.597 0.953 -2.321 -0.307 -0.309 0.290
H -1.092 1.671 4.141 0.009 0.017 -0.223
H 3.332 2.322 1.187 -0.370 0.111 0.060
H 1.713 1.252 5.239 0.004 -0.027 -0.093
H -0.964 -1.087 3.432 0.215 0.264 -0.592
H -1.289 -0.396 1.797 0.291 -0.085 0.104
H 1.978 1.196 0.125 -0.191 -0.561 0.307
H -1.296 -1.078 -0.618 0.001 0.104 -0.277
H -0.785 1.333 -0.329 0.404 -0.443 -0.265
H 1.417 -0.404 0.696 -0.054 0.644 -0.455
H 0.375 -1.418 -1.295 -0.131 0.469 -0.079
H 2.175 3.702 1.118 -0.014 -0.286 -0.059
H 0.774 2.413 -1.904 0.057 0.390 0.376
H -2.455 -0.502 -4.807 0.165 -0.212 0.173
H -0.416 0.217 4.885 0.018 0.194 -0.295
H -2.027 -4.799 -3.954 0.063 0.231 0.039
H -1.549 -2.874 -5.826 -0.218 0.041 0.367
H 0.735 3.688 3.712 -0.136 -0.032 -0.238
H -3.430 -0.972 -2.332 0.375 -0.168 -0.109
H 0.515 2.433 5.737 0.045 -0.005 -0.158
H 3.323 3.556 2.457 -0.337 -0.287 -0.247
H -3.176 -3.604 -1.806 0.267 0.090 -0.155
H 0.184 -1.390 2.091 -0.320 0.382 0.053
H -0.074 1.245 -2.814 -0.088 -0.345 0.272
```
Positions in Å, forces in eV/Å.

Löwdin atomic charge list, values in e, 4 entries: 0.138 0.122 0.119 -0.039



Formula: C5H31NO12
Source: the Open Molecules 2025 dataset
Level of theory: wB97M-V/def2-TZVPD

As for the total energy: -1166.6986 a.u. As for the LUMO energy: 0.00296 Eh. The calculation puts the energy relative to the best compared isomer or geometry (same formula, charge and spin) at 98.68 kcal per mole. The value obtained for the HOMO energy is -9.0 eV. For the gap between HOMO and LUMO, the calculation gives 0.3320 Eh. The SMILES is O=CN1CCCC1.O.O.O.O.O.O.O.O.O.O.O.

```
49
Properties=species:S:1:pos:R:3:forces:R:3
O 1.753 0.761 0.847 -0.039 -0.201 -1.693
O -0.241 -0.735 1.462 0.036 1.456 0.551
O -2.620 1.931 3.059 -0.174 0.836 0.265
O 0.086 -0.078 4.439 -0.330 -0.510 -0.939
O -0.309 4.584 -1.122 1.265 0.491 0.007
O 1.958 -2.945 0.477 -0.024 -0.549 0.489
O -1.095 -3.215 2.787 -1.499 0.262 0.586
O 2.857 -1.476 -3.897 -1.142 -0.464 -2.282
O -1.032 -3.123 0.094 1.224 -0.412 0.899
O -0.042 -1.755 -2.512 0.357 -0.368 -0.354
O 3.530 -1.454 -1.188 0.314 0.446 -0.382
O 3.262 1.010 3.318 0.638 0.141 -0.505
N -1.218 2.566 -1.051 -0.406 1.131 -2.911
C -2.681 1.779 -2.868 1.777 0.552 -0.675
C -1.724 2.940 -2.513 0.344 -1.687 2.570
C -0.205 3.442 -0.737 -0.135 -1.142 2.220
C -1.296 1.125 -0.868 1.854 0.120 -1.798
C -2.185 0.552 -2.018 0.159 0.297 -0.852
H -1.654 -0.191 -2.703 -0.617 1.069 1.343
H -2.491 1.714 -3.947 -0.123 -0.910 0.092
H 1.743 0.765 1.792 0.315 -0.008 1.164
H -0.799 2.972 -3.104 -0.425 -0.142 -0.191
H 0.777 -1.585 -2.042 0.351 0.211 0.370
H -2.749 2.895 3.054 -0.144 -0.423 0.278
H -1.751 0.970 0.086 0.202 -0.752 0.576
H -0.981 -3.408 1.854 0.182 -0.320 -0.595
H -0.193 0.667 4.954 -0.082 0.541 0.494
H 3.498 -1.891 -3.338 0.150 0.708 1.216
H 2.403 -0.691 -3.591 0.810 -0.114 0.803
H -3.724 2.038 -2.847 -0.467 0.093 0.798
H 3.185 -2.284 -0.847 -0.317 0.300 0.399
H -0.739 -1.467 1.761 -0.875 -1.820 0.218
H 0.905 -0.415 4.796 0.334 0.059 0.207
H 1.106 -2.878 0.920 -0.119 0.283 0.012
H -2.080 -3.145 2.853 1.209 -0.103 0.254
H -2.120 3.922 -2.464 -0.572 0.672 -0.117
H -0.305 -0.202 2.279 0.490 0.059 -0.247
H 3.951 0.923 2.630 -0.520 -0.245 0.356
H 1.102 0.063 0.626 0.356 0.492 0.313
H -2.118 1.825 2.258 0.378 -0.409 -0.576
H -1.947 -3.113 -0.151 -0.281 0.270 -1.018
H -2.989 0.054 -1.490 -0.438 -0.277 -0.469
H 3.090 -0.728 -0.717 0.131 -0.457 0.189
H 3.303 1.953 3.501 -0.176 0.108 0.217
H 0.324 -2.069 -3.355 -0.275 -0.058 0.084
H 0.623 3.051 0.032 -1.468 0.626 -1.550
H 2.470 -3.482 1.099 0.025 0.119 -0.231
H -0.252 0.713 -1.018 -1.162 0.033 0.874
H -0.384 -2.887 -0.589 -1.094 -0.007 -0.460
```
Positions in Å, forces in eV/Å.

natural (NBO) atomic charge list, values in e, 4 entries: -0.995 -0.992 -0.935 -0.959



Copy entry 2 word for word.
Formula: C7H22F5N3ORhSbTe
Source: the Open Molecules 2025 dataset
Level of theory: wB97M-V/def2-TZVPD

As for the total energy: -1636.9226 a.u. The spin multiplicity is 5. As for the LUMO energy (alpha / beta): -0.25499 / -0.30956 Eh. The calculation puts the energy relative to the best compared isomer or geometry (same formula, charge and spin) at 0.00 kcal per mole. The value obtained for the HOMO energy (alpha / beta) is -15.2 / -16.8 eV. The net charge is +2. For the gap between HOMO and LUMO (alpha / beta), the calculation gives 0.3023 / 0.3087 Eh.

```
41
Properties=species:S:1:pos:R:3:forces:R:3
Te -0.987 1.983 -1.290 -0.219 0.494 1.008
Sb -0.692 1.036 -4.714 0.138 -0.051 -0.191
Rh 0.043 -0.249 0.616 0.401 -0.152 0.024
F -1.711 1.307 0.379 0.076 -0.203 -0.173
F -0.721 3.429 -0.176 -0.038 0.099 -0.174
F -0.448 3.170 -2.638 0.062 -0.644 -0.358
F -2.675 2.496 -1.804 0.031 0.132 0.234
F -1.656 0.276 -1.886 0.100 0.277 -0.437
O 0.616 1.155 -1.086 -0.383 0.026 0.321
N -1.575 -1.691 1.110 0.034 -0.024 -0.077
N 2.136 0.340 1.177 0.057 -0.047 -0.001
N 0.036 -0.232 2.912 -0.134 0.134 -0.034
C -0.181 -1.007 -4.815 -0.045 -0.053 -0.076
C 2.192 0.816 2.579 -0.019 0.019 -0.036
C 1.410 -0.154 3.439 -0.011 -0.018 -0.017
C 0.862 2.137 -5.619 -0.032 0.030 -0.086
C -0.760 -1.377 3.394 0.015 -0.001 -0.016
C -2.573 1.434 -5.581 0.006 -0.007 -0.060
C -1.994 -1.502 2.526 -0.018 0.023 -0.028
H -1.035 -1.263 4.445 -0.013 -0.005 -0.003
H -2.355 -1.478 0.492 -0.006 -0.035 -0.007
H -2.480 1.277 -6.656 -0.009 -0.005 0.001
H 0.929 3.115 -5.150 -0.001 0.006 0.000
H 0.715 -1.160 -4.217 -0.004 -0.008 0.000
H 2.787 -0.430 1.041 0.031 0.025 0.012
H -3.305 0.752 -5.157 -0.005 0.008 0.004
H -2.843 2.466 -5.373 -0.002 -0.001 0.006
H 1.789 1.584 -5.488 0.004 0.015 0.020
H -1.002 -1.610 -4.438 -0.004 0.006 0.006
H -2.582 -0.584 2.572 -0.009 -0.006 -0.001
H -0.456 0.629 3.143 0.013 -0.015 0.072
H 0.633 2.243 -6.679 -0.003 0.001 0.002
H 1.850 -1.152 3.375 -0.003 -0.002 0.009
H 1.732 1.805 2.611 0.017 0.007 0.000
H -0.144 -2.274 3.309 0.003 0.001 0.005
H 1.425 0.146 4.488 0.008 0.014 -0.004
H 0.024 -1.255 -5.857 -0.008 0.000 -0.001
H 3.219 0.915 2.929 -0.003 -0.022 0.017
H -1.336 -2.664 0.936 -0.017 -0.011 0.036
H 2.414 1.072 0.529 -0.025 -0.001 -0.011
H -2.629 -2.322 2.860 0.014 -0.006 0.015
```
Positions in Å, forces in eV/Å.

natural (NBO) atomic charge list, values in e, 4 entries: 3.366 1.523 1.271 -0.648